[1]
A single C4H13BClO4PSSi molecule, computed with wB97M-V/def2-TZVPD.

The geometry in XYZ format:
```
26
Properties=species:S:1:pos:R:3
C -1.267 -1.187 1.981
C -1.741 0.150 1.411
C -0.539 1.041 1.068
Cl -0.914 2.781 1.406
Si 0.074 0.977 -0.731
C 1.838 0.342 -0.894
B 2.548 0.213 0.511
O 2.636 -0.995 1.166
O 3.001 1.300 1.211
P -1.247 -0.323 -2.038
O -0.397 -0.621 -3.394
O -1.172 -1.772 -1.340
S -3.003 0.383 -2.370
H -0.459 -1.612 1.381
H -0.900 -1.059 3.000
H -2.082 -1.911 1.987
H -2.341 0.672 2.158
H -2.393 -0.005 0.551
H 0.276 0.807 1.754
H -0.029 2.309 -1.354
H 1.803 -0.633 -1.390
H 2.373 1.016 -1.569
H 2.830 -1.722 0.567
H 3.032 2.102 0.679
H -0.287 0.196 -3.901
H -1.642 -2.449 -1.849
```

Output
Net charge   0
SMILES   CC[C@H](Cl)[Si@@H](CB(O)O)P(O)(O)=S
Frontier orbital gap   9.15 eV
HOMO energy   -9.01 eV
Energy   -53754.925 eV
LUMO   0.15 eV

Atom charges from the Löwdin analysis, given in e for atoms 1 to 2:
1 C -0.099
2 C -0.337

---

[2]
A molecular structure, C26H34InN5O7S, computed with wB97M-V/def2-TZVPD.

The geometry in XYZ format:
```
74
Properties=species:S:1:pos:R:3
In 0.786 -0.339 -2.546
O 1.337 0.926 1.255
S 0.730 1.766 0.271
O 0.349 3.080 0.720
O 0.651 -1.524 -0.696
O 1.332 1.716 -1.059
C -0.256 1.733 4.320
O -1.208 1.432 3.311
C -2.419 0.970 3.660
C -2.898 0.880 4.961
C -4.200 0.452 5.192
C -5.035 0.117 4.139
C -4.549 0.178 2.839
C -3.248 0.582 2.593
N -2.767 0.668 1.253
C -1.490 0.302 0.916
N -1.023 -0.741 1.571
C 0.196 -1.478 1.633
C 0.994 -1.814 0.521
C 2.191 -2.513 0.805
C 2.531 -2.882 2.084
C 1.697 -2.605 3.169
C 0.533 -1.905 2.920
O -0.373 -1.557 3.892
C -0.248 -2.194 5.150
N -0.855 0.996 -0.062
C -1.683 1.581 -1.091
C -1.718 2.937 -1.390
C -2.500 3.406 -2.440
C -3.254 2.526 -3.192
C -3.240 1.167 -2.905
C -2.462 0.692 -1.862
O -2.366 -0.613 -1.524
C -3.240 -1.531 -2.158
H 0.668 1.946 3.791
H -0.111 0.879 4.985
H -0.563 2.607 4.899
H -2.271 1.177 5.791
H -4.559 0.389 6.212
H -6.052 -0.200 4.325
H -5.177 -0.092 1.998
H -3.153 1.414 0.694
H -1.611 -0.988 2.360
H 2.837 -2.742 -0.034
H 3.466 -3.399 2.266
H 1.975 -2.905 4.168
H -1.176 -2.004 5.684
H 0.588 -1.785 5.721
H -0.112 -3.271 5.037
H -1.124 3.614 -0.795
H -2.512 4.465 -2.660
H -3.860 2.888 -4.013
H -3.815 0.482 -3.511
H -3.106 -2.477 -1.641
H -2.983 -1.659 -3.213
H -4.280 -1.209 -2.072
C 3.356 -1.371 -5.298
C 4.113 -0.343 -4.460
C 5.611 -0.648 -4.467
C 3.851 1.056 -5.010
N 3.559 -0.436 -3.090
N 4.064 0.639 -2.244
H 3.741 -1.373 -6.319
H 2.292 -1.131 -5.324
H 3.472 -2.378 -4.885
H 6.032 -0.514 -5.467
H 5.790 -1.683 -4.160
H 6.130 0.018 -3.777
H 4.096 1.085 -6.073
H 4.455 1.801 -4.494
H 2.794 1.314 -4.893
H 3.926 -1.288 -2.680
H 3.386 1.391 -2.311
H 3.969 0.315 -1.286
```

Output
Net charge   0
Frontier orbital gap   7.62 eV
HOMO energy   -7.22 eV
Energy   -65304.998 eV
LUMO   0.40 eV

Atom charges from the Löwdin analysis, given in e for atoms 1 to 2:
1 In 0.927
2 O -0.246

---

[3]
A molecular structure, C6H16CaN8O10 in a non-equilibrium geometry, computed with wB97M-V/def2-TZVPD.

The geometry in XYZ format:
```
41
Properties=species:S:1:pos:R:3
Ca 0.226 -0.697 1.137
C 2.020 -0.416 3.394
O 2.535 -1.170 4.307
O 2.316 -0.824 2.235
O 0.788 -0.515 3.416
C -0.513 -3.468 0.688
O -0.785 -4.638 0.375
O 0.460 -3.162 1.437
O -1.046 -2.482 0.164
C -1.538 0.155 -1.883
O -0.979 0.350 -0.816
N -1.796 1.021 -2.851
N -1.900 -1.071 -2.266
H -1.442 1.965 -2.792
H -2.297 0.757 -3.688
H -2.330 -1.190 -3.172
H -1.709 -1.685 -1.487
C 2.305 -1.155 -1.890
O 1.628 -0.728 -0.962
N 1.549 -1.608 -2.816
N 3.598 -1.261 -2.075
H 1.946 -2.115 -3.594
H 0.582 -1.736 -2.554
H 4.190 -1.693 -2.770
H 4.177 -0.899 -1.331
C -2.914 0.749 2.344
O -1.813 0.503 1.922
N -3.189 1.916 2.770
N -3.843 -0.135 2.395
H -3.934 1.989 3.448
H -2.533 2.658 2.573
H -3.668 -1.048 1.999
H -4.734 0.019 2.845
C 1.557 2.327 0.328
O 0.927 1.501 0.958
N 2.656 2.065 -0.373
N 1.312 3.602 0.018
H 3.110 1.163 -0.353
H 2.698 2.817 -1.046
H 1.881 4.204 -0.559
H 0.503 3.936 0.523
```

Output
Net charge   -2
Frontier orbital gap   2.28 eV
HOMO energy   1.92 eV
Energy   -57316.443 eV
LUMO   4.20 eV

Atom charges from the Löwdin analysis, given in e for atoms 1 to 2:
1 Ca 1.407
2 C -0.991

---

[4]
A molecular structure, C7H23N7O4Sn in a non-equilibrium geometry, computed with wB97M-V/def2-TZVPD.

The geometry in XYZ format:
```
42
Properties=species:S:1:pos:R:3
Sn -0.271 1.095 -1.024
C -1.467 0.417 2.983
C -1.170 -0.950 2.265
C -2.327 -1.169 1.264
O -2.495 0.019 0.506
C -3.797 0.102 0.015
N 0.074 -0.838 1.491
H -1.016 0.513 3.971
H -2.534 0.437 3.209
H -1.207 1.375 2.533
H -1.150 -1.715 3.041
H -3.184 -1.347 1.914
H -2.212 -1.938 0.500
H -4.503 0.253 0.832
H -4.031 -0.785 -0.574
H -3.798 0.958 -0.661
H 0.496 -1.697 1.168
H 0.846 -0.598 2.097
C -0.002 -2.557 -1.507
O -0.392 -1.614 -2.215
N 1.136 -2.615 -0.986
N -0.569 -3.642 -1.203
H 1.382 -3.535 -0.650
H 1.717 -1.812 -1.183
H -1.510 -3.826 -1.521
H 0.048 -4.369 -0.872
C 2.550 0.126 -4.012
O 1.722 0.404 -3.143
N 2.981 -1.031 -4.415
N 3.451 0.920 -4.492
H 3.572 -1.082 -5.232
H 2.567 -1.866 -4.027
H 4.072 0.485 -5.160
H 3.534 1.926 -4.448
C 0.984 3.374 2.085
O 1.020 2.604 1.190
N 0.571 3.110 3.305
N 1.296 4.679 1.928
H 0.603 2.131 3.552
H 0.187 3.831 3.900
H 1.441 4.832 0.940
H 1.388 5.395 2.634
```

Output
Net charge   +1
Spin multiplicity   2
Frontier orbital gap (alpha / beta)   6.19 / 9.97 eV
Expectation value of S²   0.753
HOMO energy (alpha / beta)   -8.71 / -12.50 eV
Energy   -32077.332 eV
LUMO (alpha / beta)   -2.52 / -2.53 eV

Atom charges from the Löwdin analysis, given in e for atoms 1 to 2:
1 Sn 1.178
2 C -0.051

---

[5]
A molecular structure, C4H10O2, computed with wB97M-V/def2-TZVPD.

The geometry in XYZ format:
```
16
Properties=species:S:1:pos:R:3
C 1.938 0.639 -1.317
O 0.632 0.083 -1.259
C 0.377 -0.676 -0.199
C -0.935 -1.086 0.048
C -1.949 0.278 0.869
O -1.383 0.858 1.853
H 2.700 -0.143 -1.218
H 2.030 1.121 -2.290
H 2.060 1.376 -0.514
H 0.740 0.510 1.215
H 1.234 -1.129 0.298
H -1.555 -1.160 -0.843
H -1.011 -1.927 0.733
H -2.142 0.870 -0.047
H -2.779 -0.409 1.105
H 0.043 0.794 1.565
```

Output
Net charge   0
Frontier orbital gap   9.24 eV
HOMO energy   -8.88 eV
Energy   -8400.657 eV
LUMO   0.36 eV

Atom charges from the Löwdin analysis, given in e for atoms 1 to 2:
1 C -0.063
2 O -0.105